[1]
{
  "formula": "C36H72BF4N11O4",
  "method": "ωB97M-V/def2-TZVPD",
  "symbols": ["C", "C", "C", "N", "C", "C", "C", "C", "C", "H", "H", "H", "H", "H", "H", "H", "H", "H", "H", "H", "H", "H", "H", "H", "H", "H", "H", "B", "F", "F", "F", "F", "C", "C", "N", "H", "H", "H", "C", "C", "N", "H", "H", "H", "C", "C", "N", "H", "H", "H", "C", "C", "N", "H", "H", "H", "C", "C", "N", "H", "H", "H", "C", "C", "N", "H", "H", "H", "C", "C", "N", "H", "H", "H", "C", "C", "N", "H", "H", "H", "C", "C", "N", "H", "H", "H", "C", "C", "N", "H", "H", "H", "C", "C", "O", "H", "H", "H", "H", "H", "H", "C", "C", "O", "H", "H", "H", "H", "H", "H", "C", "C", "O", "H", "H", "H", "H", "H", "H", "C", "C", "O", "H", "H", "H", "H", "H", "H"],
  "positions_angstrom": [[-0.2965, -0.9024, 3.0139], [-0.8565, -0.1224, 1.6889], [0.1315, -0.2984, 0.5199], [-0.2955, 0.3886, -0.7861], [-0.5935, 1.8436, -0.6121], [-1.3645, -0.4204, -1.3811], [-1.2555, -0.2774, -2.9111], [0.1855, 0.1006, -3.2221], [0.7805, 0.1526, -1.8661], [-1.0345, -0.8104, 3.7459], [0.6145, -0.3184, 3.1039], [0.0035, -1.9814, 2.8729], [-1.0285, 0.9116, 2.1179], [-1.7445, -0.7194, 1.5339], [0.5955, -1.4364, 0.1829], [1.1395, 0.1976, 0.7899], [-1.3355, 2.0946, 0.1059], [-0.9825, 1.9756, -1.5721], [0.4045, 2.4716, -0.1371], [-2.3165, -0.4784, -1.1421], [-1.0355, -1.6364, -1.3471], [-1.7665, 0.4056, -3.2481], [-1.4615, -1.2674, -3.3211], [0.2925, 1.1036, -3.6791], [0.8115, -0.4234, -3.8051], [1.6465, 0.9006, -1.4821], [1.2595, -0.6614, -1.6141], [-4.5965, -1.9344, 0.2839], [-5.2055, -0.8474, -0.3861], [-4.1345, -1.5454, 1.5479], [-5.5825, -2.8284, 0.6839], [-3.5555, -2.5404, -0.3731], [3.2285, 4.4146, -2.1481], [3.2645, 3.3006, -1.0671], [3.2725, 2.4046, -0.3911], [4.0325, 5.2606, -2.1861], [3.3185, 3.9136, -3.2771], [2.1015, 4.9316, -2.2081], [-4.2585, 2.4086, 0.8979], [-4.0705, 2.3346, -0.6161], [-3.9145, 2.3116, -1.7481], [-4.3525, 1.4706, 1.3649], [-3.6095, 2.9916, 1.4299], [-5.2715, 2.4816, 1.5069], [0.8635, -6.2274, -1.3741], [0.3475, -4.8554, -1.0561], [0.0345, -3.7494, -0.8591], [1.8695, -6.4104, -1.2181], [0.3035, -7.0914, -0.7471], [0.4755, -6.5304, -2.4431], [-2.4035, -3.9954, 2.6669], [-1.0805, -4.5104, 3.1689], [-0.0355, -4.8214, 3.5579], [-2.5815, -3.6864, 1.5249], [-3.0835, -4.7914, 3.0689], [-2.8045, -3.1654, 3.1019], [-1.9095, -0.8484, -6.6201], [-2.2555, 0.5826, -6.1191], [-2.4845, 1.6546, -5.7031], [-2.5245, -1.0974, -7.4601], [-0.8975, -0.7994, -7.0651], [-1.9865, -1.5264, -5.8631], [-0.4585, 6.0216, -0.3231], [0.5495, 6.9686, -1.0061], [1.4145, 7.5336, -1.4281], [-0.6925, 6.4916, 0.6249], [-1.4695, 6.2926, -0.8081], [-0.3005, 5.0476, -0.1331], [2.7105, -4.1384, 1.6119], [2.9435, -3.0064, 0.5899], [3.1425, -2.1864, -0.2411], [3.0525, -3.8524, 2.5059], [1.8735, -4.5284, 1.5959], [3.5075, -4.9444, 1.4359], [-5.1875, 0.0976, -3.8411], [-4.5655, -1.3964, -4.0051], [-4.0945, -2.4184, -4.1261], [-4.3245, 0.7266, -4.2851], [-5.8885, 0.2936, -4.6201], [-5.4215, 0.3196, -2.8971], [0.0175, -1.8904, 6.1629], [0.6345, -0.4574, 6.0949], [1.1195, 0.6176, 6.0059], [-0.0075, -2.2404, 7.2739], [-0.8285, -1.8324, 5.8119], [0.7015, -2.5494, 5.5809], [2.8395, -3.5484, -3.2631], [4.1865, -3.5074, -3.8611], [5.2385, -3.3034, -4.2541], [2.3995, -4.5254, -3.4531], [2.8755, -3.2694, -2.1591], [2.0285, -3.0324, -3.6141], [1.0075, 2.7886, 3.2829], [0.1345, 4.0006, 2.7979], [-0.9955, 3.5666, 2.1919], [1.0625, 2.0576, 2.5529], [0.3135, 2.1996, 3.9379], [2.0635, 3.1606, 3.6149], [0.6705, 4.7726, 2.0209], [-0.1655, 4.4516, 3.6159], [-1.5245, 3.1466, 2.8509], [-3.1345, 0.7836, 5.4119], [-2.5795, 2.2216, 5.2219], [-3.0475, 2.6866, 3.9539], [-2.4585, 0.1356, 6.1499], [-2.9765, 0.2246, 4.4929], [-4.3245, 0.9296, 5.7229], [-1.5245, 2.0946, 5.1309], [-2.9605, 2.9066, 5.9449], [-3.9925, 2.8926, 4.0179], [3.7535, -0.3144, -5.5951], [3.8615, 0.9886, -6.2091], [3.3055, 2.0936, -5.4131], [4.0375, -0.2004, -4.6751], [4.3205, -1.1124, -5.9961], [2.7065, -0.6454, -5.4721], [3.3885, 0.9316, -7.3521], [5.0195, 1.2826, -6.4631], [3.0675, 2.6046, -6.1541], [3.8375, -0.2344, 3.1649], [5.0115, -0.5914, 4.0849], [6.0935, 0.1936, 3.4949], [2.8765, -0.6364, 3.3529], [4.1095, -0.4744, 2.0209], [3.5255, 0.8096, 3.0669], [5.5655, -1.6154, 4.0689], [4.9285, -0.3744, 5.0449], [6.0215, 1.0456, 3.7219]],
  "orbital_gap_ha": 0.383,
  "de_lowest_kcal_mol": 0.00,
  "homo_ev": -10.3,
  "lumo_energy_ev": 0.1
}

---

[2]
{
  "formula": "C8H18ClFeN4O3P3S",
  "method": "ωB97M-V/def2-TZVPD",
  "symbols": ["C", "C", "C", "P", "O", "Cl", "O", "C", "O", "C", "C", "C", "N", "N", "N", "C", "P", "N", "P", "S", "H", "H", "H", "H", "H", "H", "H", "H", "H", "H", "H", "H", "H", "H", "H", "H", "H", "H", "Fe"],
  "positions_angstrom": [[-3.1211, -0.6770, 1.8002], [-2.1815, 0.0648, 0.8883], [-0.8950, 0.9779, 1.4418], [-1.4644, 2.3314, 2.6653], [-1.5811, 1.7556, 4.3063], [-3.4667, 2.8278, 2.0735], [-0.1793, -0.0403, 2.2539], [0.4678, -0.9269, 1.2351], [0.6598, -2.1790, 1.6565], [0.8465, -0.1455, -0.1542], [0.3023, -0.7005, -1.5969], [1.0785, -2.0241, -2.1742], [0.2070, -2.5501, -3.3339], [2.4357, -1.7032, -2.8338], [1.1913, -3.1775, -1.1961], [0.2875, 1.3579, 0.3217], [1.7972, 2.0950, 1.2809], [1.5251, 3.6086, 1.8389], [-0.4270, 2.5319, -1.0039], [-0.9595, 4.2853, -0.3324], [-3.2744, -1.8542, 1.6766], [-3.6949, -0.1622, 2.6865], [-2.3340, 0.0273, -0.2724], [-0.9073, 1.0436, 4.5139], [2.0219, 0.0191, -0.0361], [0.5023, 0.1711, -2.3880], [-0.8735, -0.8689, -1.6200], [0.6898, -3.4035, -3.7472], [-0.6914, -2.8948, -2.8824], [2.4562, -0.6993, -3.1183], [3.2268, -1.9592, -2.2035], [2.1530, -3.2815, -0.8021], [0.8461, -4.0834, -1.6237], [2.9231, 2.1423, 0.3827], [2.1233, 1.2969, 2.4537], [2.2185, 4.2738, 1.4285], [-1.5119, 1.8265, -1.6693], [0.6290, 2.7335, -2.0015], [-3.0259, -2.0392, 0.0856]],
  "orbital_gap_ha": [0.216, 0.104],
  "s2": 8.82,
  "total_charge": 3,
  "multiplicity": 6,
  "homo_ev": [-17.1, -17.0],
  "lumo_energy_ev": [-11.3, -14.2]
}

---

[3]
{
  "formula": "C5H16N3",
  "method": "ωB97M-V/def2-TZVPD",
  "symbols": ["C", "C", "H", "H", "H", "H", "H", "H", "C", "C", "C", "N", "N", "N", "H", "H", "H", "H", "H", "H", "H", "H", "H", "H"],
  "positions_angstrom": [[1.0058, -0.6203, 3.1216], [0.5892, -2.0742, 3.1669], [0.8403, -0.1837, 2.1407], [0.3215, -0.0659, 3.7684], [2.0140, -0.4347, 3.4681], [0.0750, -2.5647, 2.3271], [0.0148, -2.3694, 4.0450], [1.4058, -2.8124, 3.1897], [-1.1593, -0.6640, -1.1290], [-2.5967, -0.8356, -0.6649], [0.5197, 1.1167, -1.2695], [-0.7423, 0.7437, -1.2287], [1.5545, 0.2749, -1.2942], [0.8204, 2.4385, -1.3845], [-0.5696, -1.2380, -0.4132], [-1.0637, -1.0528, -2.1414], [-2.6444, -1.1720, 0.3673], [-3.1849, -1.4992, -1.2948], [-1.3616, 1.4629, -0.8912], [1.3642, -0.6577, -0.9563], [2.4532, 0.6110, -1.5669], [0.0608, 3.0911, -1.2828], [1.7167, 2.7497, -1.7253], [-3.1919, 0.0851, -0.7168]],
  "orbital_gap_ha": 0.412,
  "de_lowest_kcal_mol": 18.88,
  "total_charge": 1,
  "homo_ev": -14.2,
  "lumo_energy_ev": -3.0
}

---

[4]
{
  "formula": "C21H25N3O",
  "method": "ωB97M-V/def2-TZVPD",
  "symbols": ["C", "O", "C", "C", "C", "C", "C", "C", "C", "N", "C", "N", "C", "C", "H", "H", "H", "H", "H", "H", "H", "H", "C", "C", "C", "C", "N", "C", "C", "C", "C", "C", "C", "H", "H", "H", "H", "H", "H", "H", "H", "H", "H", "H", "H", "H", "H", "H", "H", "H"],
  "positions_angstrom": [[6.3362, 4.1193, -0.8802], [5.1268, 4.2662, -0.1196], [4.1545, 3.3364, -0.2683], [3.0075, 3.5286, 0.5308], [1.9868, 2.6173, 0.4850], [2.0211, 1.4602, -0.3152], [0.8721, 0.5353, -0.1461], [1.0766, -0.8072, -0.4546], [0.2113, -1.8358, -0.9069], [-0.2623, -2.8638, -1.2519], [2.4030, -1.3208, -0.3073], [3.4813, -1.7518, -0.1294], [3.1590, 1.2973, -1.1513], [4.2116, 2.2200, -1.1319], [6.9331, 4.9683, -0.5384], [6.8326, 3.1631, -0.6515], [6.1340, 4.1846, -1.9612], [2.9561, 4.4111, 1.1544], [1.1051, 2.7975, 1.0982], [0.2659, 1.0118, 0.6491], [3.2278, 0.4635, -1.8452], [5.0737, 2.0941, -1.7901], [-2.8398, 0.9447, -1.8729], [-3.4355, -0.4230, -2.1836], [-3.4700, -1.3332, -0.9488], [-2.3249, -1.1318, 0.0294], [-2.3391, -1.9627, 1.0927], [-3.4221, -2.8872, 1.3198], [-3.0888, -3.6135, 2.6263], [-1.7022, -3.1367, 3.0666], [-1.2738, -2.0256, 2.0993], [-1.3607, -0.0997, -0.0861], [-1.4381, 0.8660, -1.2231], [-2.8173, 1.5627, -2.7773], [-3.4929, 1.4616, -1.1645], [-4.4635, -0.3210, -2.5472], [-2.8752, -0.9144, -2.9844], [-4.4379, -1.1717, -0.4320], [-3.5211, -2.3877, -1.2739], [-4.3786, -2.3451, 1.4007], [-3.5182, -3.6070, 0.4888], [-3.8504, -3.3789, 3.3785], [-3.1200, -4.6924, 2.4514], [-1.7156, -2.7633, 4.0881], [-0.9912, -3.9610, 3.0291], [-0.2859, -2.2355, 1.6514], [-1.1851, -1.0637, 2.6346], [-1.0991, 0.2667, 0.9263], [-0.6993, 0.5888, -1.9915], [-1.1675, 1.8695, -0.8659]],
  "smiles": "COc1ccc(C=C(C#N)C#N)cc1.C1=C(N2CCCC2)CCCC1",
  "orbital_gap_ha": 0.225,
  "de_lowest_kcal_mol": 162.52,
  "homo_ev": -7.2,
  "lumo_energy_ev": -1.0
}

---

[5]
{
  "formula": "C6H12F3N2",
  "method": "ωB97M-V/def2-TZVPD",
  "symbols": ["C", "C", "C", "C", "C", "C", "N", "N", "F", "F", "F", "H", "H", "H", "H", "H", "H", "H", "H", "H", "H", "H", "H"],
  "positions_angstrom": [[-0.1065, -0.0376, -0.1216], [-2.0210, -0.8063, 1.1041], [-0.1475, 0.2723, 2.2649], [2.2247, -0.5170, 0.2849], [1.5538, 0.7191, -1.6944], [-1.6446, 0.3451, -2.0278], [-0.7094, -0.2007, 1.0084], [1.1328, 0.0895, -0.4612], [-1.0013, 0.7264, -3.1064], [-2.2710, -0.8022, -2.1998], [-2.4562, 1.2844, -1.5755], [-2.6196, -0.5926, 0.2230], [-1.9252, -1.8914, 1.1984], [-2.5368, -0.4271, 1.9833], [0.7603, 0.8460, 2.0982], [-0.8773, 0.9210, 2.7502], [0.0640, -0.5683, 2.9268], [2.8559, 0.2610, 0.7181], [2.8327, -1.1046, -0.4044], [1.8575, -1.1699, 1.0711], [1.6600, -0.0199, -2.4929], [2.5234, 1.1893, -1.5373], [0.8517, 1.4835, -2.0100]],
  "orbital_gap_ha": [0.314, 0.314],
  "de_lowest_kcal_mol": 21.34,
  "total_charge": 1,
  "homo_ev": [-13.2, -13.2],
  "lumo_energy_ev": [-4.6, -4.6]
}

---

[6]
{
  "formula": "C9H7FO",
  "method": "ωB97M-V/def2-TZVPD",
  "symbols": ["C", "C", "C", "C", "C", "C", "C", "C", "C", "O", "F", "H", "H", "H", "H", "H", "H", "H"],
  "positions_angstrom": [[2.3042, -0.7177, -0.3846], [1.7904, 0.3472, -1.0992], [1.7236, -1.1495, 0.7610], [0.6569, 1.0075, -0.6527], [0.6136, -0.5002, 1.3061], [0.1219, 0.6763, 0.6821], [-3.1657, 0.5695, -1.6687], [-0.9829, 1.2115, 1.1920], [-2.4210, 0.1371, -0.6941], [-1.3821, 1.8664, 2.0543], [-2.4638, -1.2102, -0.2005], [3.1684, -1.1562, -0.9102], [2.2855, 0.7684, -1.9607], [2.2590, -2.0264, 1.2589], [0.4642, 1.9754, -0.9648], [0.2855, -0.7134, 2.3214], [-3.9429, -0.0887, -2.3367], [-3.2286, 1.5892, -1.7893]],
  "orbital_gap_ha": [0.249, 0.287],
  "de_lowest_kcal_mol": 46.79,
  "homo_ev": [-7.6, -8.6],
  "lumo_energy_ev": [-0.9, -0.8]
}